1.
Formula: C27H55BrN5O6SSiV
Source: OMol25
Level of theory: wB97M-V/def2-TZVPD

Output
HOMO (alpha / beta)	-9.16 / -8.61	eV
calculated total energy	-5992.79112	a.u.
2S+1	2
charge	+1
ΔE to the lowest compared entry with this formula, charge and spin	0.0	kcal/mol
<S²>	0.76
lowest unoccupied orbital energy (alpha / beta)	-1.87 / -1.89	eV

Each line ends with the Löwdin charge.
Cartesian coordinates (Å):
V  0.729  -1.113  0.897  0.501
O  0.711  4.170  4.238  0.109
C  0.737  3.089  3.447  -0.298
C  0.742  3.146  2.058  0.031
C  0.744  1.968  1.343  -0.083
N  0.740  0.757  1.926  -0.056
C  0.775  0.747  3.252  -0.667
Br  0.879  -1.000  3.991  0.910
C  0.769  1.843  4.075  -0.016
H  0.699  4.979  3.711  0.127
H  0.734  4.090  1.527  0.129
H  0.743  1.983  0.263  0.074
H  0.789  1.759  5.151  0.126
C  -3.005  2.077  1.421  -0.018
C  -2.863  2.076  -0.097  -0.623
C  -4.089  1.438  -0.737  -0.015
C  -2.668  3.494  -0.619  -0.022
O  -1.706  1.265  -0.369  -0.166
Si  -0.770  1.116  -1.718  -0.143
S  0.470  -0.535  -1.461  0.447
O  -1.741  1.028  -3.021  -0.142
C  -2.091  0.201  -4.142  -0.636
C  -3.016  1.048  -5.002  -0.021
C  -2.817  -1.032  -3.620  -0.031
C  -0.860  -0.225  -4.932  -0.036
O  0.062  2.539  -1.738  -0.179
C  1.088  3.118  -2.553  -0.641
C  0.745  4.595  -2.684  -0.023
C  2.418  2.933  -1.831  -0.029
C  1.135  2.465  -3.925  -0.034
H  -3.952  2.525  1.726  0.092
H  -2.192  2.639  1.882  0.073
H  -2.967  1.050  1.791  0.084
H  -4.984  2.018  -0.502  0.095
H  -4.226  0.425  -0.353  0.064
H  -3.975  1.393  -1.820  0.072
H  -3.530  4.112  -0.359  0.095
H  -2.560  3.498  -1.705  0.086
H  -1.771  3.941  -0.189  0.081
H  -3.903  1.337  -4.436  0.084
H  -3.334  0.494  -5.887  0.093
H  -2.502  1.954  -5.326  0.088
H  -3.723  -0.742  -3.084  0.082
H  -2.156  -1.580  -2.948  0.060
H  -3.098  -1.691  -4.444  0.094
H  -0.396  0.626  -5.429  0.075
H  -1.148  -0.945  -5.701  0.092
H  -0.128  -0.696  -4.276  0.052
H  0.723  5.068  -1.701  0.082
H  -0.237  4.712  -3.143  0.091
H  1.482  5.112  -3.302  0.091
H  2.381  3.404  -0.846  0.076
H  3.232  3.395  -2.393  0.092
H  2.637  1.870  -1.712  0.076
H  0.177  2.596  -4.429  0.082
H  1.352  1.398  -3.845  0.074
H  1.908  2.931  -4.538  0.097
O  2.765  -1.094  0.991  -0.059
C  3.888  -1.562  1.157  -0.420
C  5.086  -0.700  1.371  -0.080
C  5.337  -0.731  2.897  -0.160
C  5.553  -2.119  3.523  -0.187
C  4.291  -2.961  3.781  -0.164
C  3.571  -3.518  2.530  -0.159
N  4.095  -2.923  1.284  0.059
H  4.898  0.312  1.021  0.127
H  5.949  -1.108  0.840  0.132
H  4.491  -0.246  3.395  0.118
H  6.210  -0.108  3.093  0.118
H  6.027  -1.962  4.493  0.116
H  6.287  -2.687  2.940  0.116
H  3.598  -2.355  4.368  0.074
H  4.569  -3.802  4.418  0.112
H  2.499  -3.328  2.558  0.082
H  3.698  -4.595  2.446  0.122
H  5.080  -3.132  1.195  0.126
N  0.199  -4.249  0.342  -0.006
N  1.071  -3.164  -0.021  -0.129
H  0.397  -5.056  -0.240  0.081
H  -0.738  -3.947  0.110  0.053
H  1.066  -2.997  -1.025  0.038
H  2.013  -3.434  0.238  0.062
C  -4.276  -3.588  1.346  -0.022
N  -3.138  -2.762  0.940  -0.113
C  -3.182  -2.198  -0.405  -0.025
C  -2.093  -2.523  1.728  -0.473
C  -2.018  -3.136  3.095  0.021
O  -1.156  -1.802  1.335  -0.139
H  -5.017  -3.543  0.554  0.094
H  -4.736  -3.212  2.258  0.098
H  -3.987  -4.630  1.486  0.100
H  -4.084  -1.600  -0.521  0.085
H  -3.205  -3.004  -1.141  0.104
H  -2.312  -1.568  -0.570  0.059
H  -2.872  -3.746  3.368  0.072
H  -1.899  -2.333  3.821  0.073
H  -1.116  -3.749  3.124  0.093


2.
Formula: C27H55F9O21S5
Source: OMol25
Level of theory: wB97M-V/def2-TZVPD

Output
SMILES	CCOC(=O)C(F)(F)F.CCOC(=O)C(F)(F)F.CCOC(=O)C(F)(F)F.CCOS(C)(=O)=O.CCOS(C)(=O)=O.CCOS(C)(=O)=O.CCOS(C)(=O)=O.CCOS(C)(=O)=O
HOMO	-10.65	eV
calculated total energy	-5531.46755	a.u.
charge	0
ΔE to the lowest compared entry with this formula, charge and spin	21.9	kcal/mol
lowest unoccupied orbital energy	0.25	eV

Each line ends with the Löwdin charge.
Cartesian coordinates (Å):
C  -19.204  -5.552  -12.711  -0.047
C  -18.293  -6.445  -11.946  -0.235
O  -18.999  -6.999  -10.854  0.036
C  -18.405  -8.005  -10.265  -0.448
O  -17.332  -8.405  -10.519  0.191
C  -19.258  -8.678  -9.188  -0.569
F  -20.494  -8.139  -9.093  0.153
F  -19.402  -9.921  -9.557  0.196
F  -18.624  -8.525  -8.029  0.186
H  -19.892  -6.185  -13.327  0.084
H  -18.646  -4.997  -13.458  0.062
H  -19.753  -4.856  -12.079  0.091
H  -17.352  -5.812  -11.681  0.163
H  -17.845  -7.254  -12.529  0.091
C  -21.503  -8.438  -12.564  -0.052
C  -20.379  -9.312  -13.065  -0.189
O  -20.796  -10.287  -14.023  0.053
C  -20.968  -9.853  -15.240  -0.462
O  -20.984  -8.754  -15.637  0.192
C  -21.127  -11.037  -16.188  -0.472
F  -20.420  -12.170  -15.755  0.109
F  -22.441  -11.388  -16.184  0.145
F  -20.814  -10.761  -17.439  0.186
H  -21.120  -7.728  -11.737  0.098
H  -22.306  -8.957  -12.107  0.063
H  -21.947  -7.855  -13.404  0.087
H  -19.983  -9.936  -12.229  0.141
H  -19.641  -8.703  -13.545  0.087
C  -13.230  -10.528  -20.183  -0.055
C  -13.560  -9.524  -19.147  -0.203
O  -12.482  -9.426  -18.148  0.038
C  -12.795  -8.444  -17.306  -0.397
O  -13.723  -7.722  -17.284  0.152
C  -11.517  -8.234  -16.251  -0.529
F  -10.694  -9.255  -16.397  0.178
F  -10.884  -7.130  -16.537  0.193
F  -12.032  -8.145  -14.986  0.124
H  -13.093  -11.517  -19.765  0.086
H  -12.393  -10.099  -20.733  0.090
H  -14.057  -10.614  -20.871  0.083
H  -14.442  -9.672  -18.556  0.101
H  -13.642  -8.504  -19.589  0.144
O  -17.583  -15.419  -15.805  -0.253
S  -17.548  -15.391  -17.202  0.541
O  -18.822  -15.623  -17.836  -0.278
O  -16.881  -14.072  -17.735  -0.251
C  -17.680  -12.896  -17.568  -0.251
C  -17.109  -11.956  -18.644  -0.041
C  -16.425  -16.560  -17.885  -0.124
H  -17.631  -12.554  -16.553  0.088
H  -18.748  -13.029  -17.750  0.114
H  -17.311  -12.407  -19.665  0.109
H  -16.016  -11.824  -18.458  0.083
H  -17.613  -11.019  -18.577  0.044
H  -16.866  -17.587  -17.803  0.097
H  -15.517  -16.582  -17.285  0.065
H  -16.101  -16.300  -18.884  0.070
O  -15.060  -12.746  -13.841  -0.319
S  -14.891  -13.702  -12.746  0.605
O  -13.601  -14.138  -12.310  -0.266
O  -15.633  -13.186  -11.467  -0.268
C  -16.884  -12.473  -11.567  -0.197
C  -17.867  -13.259  -10.655  -0.034
C  -15.891  -15.150  -13.280  -0.108
H  -17.156  -12.468  -12.602  0.088
H  -16.626  -11.445  -11.322  0.123
H  -17.891  -14.288  -10.870  0.055
H  -18.892  -12.934  -10.674  0.067
H  -17.631  -13.176  -9.601  0.077
H  -15.867  -15.792  -12.389  0.070
H  -15.362  -15.569  -14.126  0.054
H  -16.926  -14.970  -13.639  0.061
O  -19.843  -5.871  -17.093  -0.286
S  -20.434  -5.624  -18.377  0.568
O  -20.297  -6.546  -19.455  -0.265
O  -22.016  -5.361  -18.140  -0.242
C  -22.398  -5.222  -16.752  -0.244
C  -22.619  -3.751  -16.434  -0.069
C  -19.884  -4.083  -18.948  -0.135
H  -21.649  -5.622  -16.072  0.097
H  -23.352  -5.764  -16.711  0.131
H  -22.968  -3.635  -15.437  0.064
H  -23.343  -3.249  -17.092  0.085
H  -21.771  -3.066  -16.485  0.071
H  -18.892  -4.179  -19.397  0.074
H  -19.968  -3.398  -18.058  0.081
H  -20.599  -3.596  -19.697  0.104
O  -16.436  -4.343  -17.177  -0.289
S  -16.483  -3.784  -15.854  0.555
O  -17.693  -3.108  -15.504  -0.284
O  -16.214  -4.847  -14.690  -0.275
C  -15.028  -5.742  -14.623  -0.192
C  -13.906  -5.198  -13.713  -0.058
C  -15.211  -2.522  -15.775  -0.122
H  -14.624  -5.941  -15.620  0.103
H  -15.532  -6.624  -14.335  0.084
H  -13.058  -4.686  -14.209  0.077
H  -13.520  -6.000  -13.039  0.088
H  -14.362  -4.433  -13.057  0.080
H  -15.357  -2.041  -16.754  0.073
H  -14.153  -2.839  -15.887  0.075
H  -15.276  -1.928  -14.873  0.069
O  -17.361  -8.544  -14.358  -0.303
S  -17.139  -9.699  -15.236  0.614
O  -17.903  -10.914  -14.958  -0.271
O  -17.235  -9.363  -16.739  -0.266
C  -18.074  -8.318  -17.267  -0.208
C  -17.346  -7.733  -18.526  -0.033
C  -15.417  -9.960  -14.971  -0.105
H  -18.078  -7.439  -16.555  0.112
H  -19.131  -8.688  -17.303  0.115
H  -17.227  -8.499  -19.310  0.079
H  -16.336  -7.549  -18.216  0.051
H  -17.640  -6.800  -18.959  0.054
H  -15.347  -10.448  -14.013  0.051
H  -14.908  -9.042  -14.870  0.038
H  -14.893  -10.580  -15.708  0.086